ORCA calculation (ωB97M-V/def2-TZVPD) on a 9-piece molecular cluster, C41H98N4O14 overall in a non-equilibrium geometry.

ORCA input file:
```
! wB97M-V def2-TZVPD RIJCOSX def2/J DEFGRID3
* xyz 0 1
C 5.96714 1.05434 -0.93664
C 4.44084 1.11236 -0.59881
C 4.12016 0.99498 0.85081
O 4.59327 -0.24320 1.44061
C 4.51725 -0.15899 2.85272
N 3.86265 2.28454 -1.06946
H 6.51577 1.89913 -0.42557
H 6.15764 1.05131 -2.04954
H 6.39836 0.13817 -0.53856
H 4.01711 0.20332 -1.04567
H 3.07461 1.14504 1.12589
H 4.52044 1.80650 1.45232
H 4.67311 -1.18731 3.26711
H 3.62982 0.26341 3.24938
H 5.38202 0.44862 3.13232
H 4.09379 2.40792 -2.06799
H 2.86092 2.11684 -1.05699
C 1.28807 2.94631 5.25615
C -0.09814 2.64405 4.80750
C -1.10838 3.10707 5.81825
C -1.25107 4.60530 5.81240
C -1.81135 5.13484 4.49989
C -0.92733 4.66737 3.32552
N -0.57087 3.18094 3.49238
O 0.26650 2.94719 2.34009
C -1.71284 4.89960 2.02313
C 0.43170 5.50368 3.14664
C -0.21853 1.13646 4.58548
H 1.49956 2.13318 5.97974
H 1.42001 3.95518 5.55651
H 1.95056 2.84771 4.40208
H -2.11725 2.55392 5.72350
H -0.82332 2.85880 6.83345
H -0.25182 5.00198 6.09922
H -1.89214 4.95863 6.64141
H -1.79704 6.21457 4.46798
H -2.81363 4.77003 4.26666
H -1.24829 4.68727 1.05709
H -2.62215 4.24087 2.02598
H -2.08452 5.94150 1.97120
H 1.03328 4.90122 2.52733
H 0.15508 6.45019 2.65617
H 1.05822 5.62108 4.08302
H -1.29877 0.88250 4.63432
H 0.37491 0.59316 5.35734
H 0.25039 0.88619 3.65194
H -0.16896 2.24544 1.76554
C 2.58383 -4.97307 -1.15958
C 1.92117 -3.79407 -0.38685
C 0.39318 -4.10660 -0.02048
C 0.25446 -5.23596 0.99190
C 1.08364 -4.83463 2.21225
C 2.51189 -4.28398 2.02095
N 2.58488 -3.32059 0.84502
O 3.93586 -2.99054 0.61836
C 2.80954 -3.32244 3.22815
C 3.52929 -5.37680 1.92992
C 1.82832 -2.64041 -1.33129
H 3.63252 -4.68053 -1.44965
H 1.97150 -5.15888 -2.04260
H 2.64802 -5.88311 -0.62406
H -0.12235 -3.21892 0.30145
H -0.04164 -4.46737 -0.95461
H 0.53899 -6.18663 0.60241
H -0.75738 -5.39720 1.38546
H 1.14181 -5.68645 2.88100
H 0.53985 -4.15225 2.84907
H 2.84483 -3.86501 4.17778
H 3.74694 -2.71718 3.02002
H 1.95268 -2.63124 3.16818
H 3.71536 -5.72375 2.96637
H 3.24981 -6.20341 1.29460
H 4.46840 -5.05152 1.55282
H 1.08256 -1.95675 -0.94480
H 1.41594 -2.90719 -2.31589
H 2.84614 -2.21215 -1.53950
H 3.83238 -2.04316 0.54175
C -0.24553 -1.78727 -5.32255
C 0.11233 -0.38828 -4.98557
C 0.72263 0.21909 -6.30445
C -0.27471 0.45047 -7.39166
C -1.43743 1.35297 -6.96004
C -2.06073 0.87695 -5.60827
N -0.96400 0.51856 -4.60195
O -1.65444 0.02869 -3.40347
C -2.85607 1.94021 -4.85327
C -3.07905 -0.24965 -5.99222
C 1.22518 -0.26948 -3.95150
H -0.50587 -2.43572 -4.49925
H 0.64697 -2.28355 -5.71895
H -1.04595 -1.84933 -6.07929
H 1.30248 1.18576 -6.02531
H 1.49154 -0.43277 -6.71909
H -0.71055 -0.51823 -7.60663
H 0.12838 0.80377 -8.35988
H -2.19396 1.53659 -7.71527
H -1.10980 2.41003 -6.74832
H -3.64701 2.31857 -5.53129
H -3.25700 1.47988 -3.99101
H -2.22851 2.80288 -4.65175
H -3.36899 -0.89844 -5.16021
H -3.96688 0.23866 -6.37818
H -2.70428 -0.82405 -6.84809
H 1.45551 0.76279 -3.71646
H 2.18789 -0.65254 -4.18986
H 0.84372 -0.77658 -3.03229
H -1.84141 -0.88947 -3.58781
C 0.26740 3.47693 -2.68627
C 1.52657 4.34657 -2.49511
O 2.65990 3.91675 -3.32404
O -0.01580 3.22391 -3.97887
H -0.59245 3.89444 -2.12248
H 0.45820 2.47612 -2.19693
H 1.82027 4.29549 -1.45302
H 1.23370 5.42686 -2.71690
H 2.21945 3.93299 -4.21758
H -0.46837 2.33698 -4.07525
C 0.06635 -0.79115 1.28269
C 0.12613 0.10618 0.06953
O -0.39081 1.42796 0.20939
O -1.27811 -1.05582 1.72722
H 0.65707 -0.35786 2.11687
H 0.57223 -1.72006 1.01685
H -0.33749 -0.41661 -0.76633
H 1.18970 0.14857 -0.16052
H -1.33817 1.33152 0.06426
H -1.74148 -0.19588 1.83883
C -3.03898 -3.76453 3.55015
C -3.53447 -2.92154 4.69767
O -3.38168 -3.64880 5.92491
O -3.31506 -3.23238 2.27287
H -3.49937 -4.74835 3.64244
H -1.99141 -4.04519 3.68678
H -4.58440 -2.53732 4.57395
H -2.87891 -1.98259 4.71818
H -2.45103 -3.65529 6.07558
H -2.59808 -2.60203 1.94522
C -3.66937 1.97060 0.12366
C -4.01031 1.67080 1.61073
O -2.88018 1.39812 2.38149
O -3.03994 0.82312 -0.55061
H -2.95910 2.81594 0.06122
H -4.56062 2.28492 -0.42894
H -4.66753 0.79486 1.62853
H -4.63726 2.43979 2.10265
H -2.40799 2.23364 2.66767
H -3.31672 0.90217 -1.45434
C -3.35381 -3.35180 -2.17532
C -3.76047 -2.11147 -1.33921
O -4.87840 -2.38863 -0.38743
O -2.53767 -2.90678 -3.22842
H -4.19682 -3.96829 -2.45810
H -2.75677 -4.04257 -1.53971
H -4.18549 -1.27466 -1.93141
H -2.92783 -1.67084 -0.85098
H -4.43248 -2.90999 0.31150
H -3.02583 -2.87671 -4.03717
*
```

Output
electronic energy = -78724.377 eV
SMILES = CC1(C)CCCC(C)(C)N1O.CC1(C)CCCC(C)(C)N1O.CC1(C)CCCC(C)(C)N1O.COC[C@H](C)N.OCCO.OCCO.OCCO.OCCO.OCCO
ΔE to the lowest compared entry with this formula, charge and spin = 28.6 kcal/mol
highest occupied orbital energy = -0.311 Eh
frontier orbital gap = 0.3244 Ha
strongest force on any atom = 3.47 eV Å⁻¹

Löwdin population analysis, charges in e, atoms 1 to 4: -0.04, -0.50, -0.19, -0.20